This record from the Open Molecules 2025 dataset describes a molecular structure, C3H11N3 at a distorted geometry. The level of theory is ωB97M-V/def2-TZVPD.

```
! wB97M-V def2-TZVPD RIJCOSX def2/J DEFGRID3
* xyz 0 1
C -0.42 -0.02 -0.14
C -1.13 -1.33 0.17
C -1.35 1.06 -0.68
N 0.78 -0.05 -0.79
N 1.43 -1.20 -0.82
N 1.42 1.30 1.45
H 0.36 0.67 1.02
H 1.47 -1.74 0.04
H 2.36 -1.10 -1.22
H 2.35 1.28 1.87
H 1.46 2.06 0.76
H -1.45 -1.84 -0.74
H -0.51 -2.02 0.75
H -2.22 1.17 -0.04
H -0.82 2.02 -0.68
H -1.68 0.84 -1.70
H -2.04 -1.12 0.75
*
```

Computed properties:
LUMO energy: 0.18 eV
Energy relative to the best compared isomer or geometry (same formula, charge and spin): 417.8 kJ/mol
F_max: 4.92 eV/A

In the Mulliken picture, each atom carries the following charge in e:
1 C 0.640
2 C -1.254
3 C -1.259
4 N -0.091
5 N -0.485
6 N -0.764
7 H 0.396
8 H 0.183
9 H 0.279
10 H 0.138
11 H 0.153
12 H 0.356
13 H 0.351
14 H 0.367
15 H 0.291
16 H 0.324
17 H 0.374